Below is an isolated molecule of C7H9N in a non-equilibrium geometry, with properties calculated with wB97M-V/def2-TZVPD.

**Kohn-Sham gap**: 8.680 eV
**SMILES**: CNc1ccccc1
**Relative energy (zero: lowest compared OMol25 entry of this formula, charge and spin)**: 132.5 kJ/mol
**Calculated total energy**: -326.84052 a.u.

Geometry as XYZ:
```
17
C7H9N (wB97M-V/def2-TZVPD)
C -1.141 -1.361 -1.905
N -1.347 -0.902 -0.552
C -0.321 -0.290 0.078
C 1.013 -0.487 -0.121
C 1.894 0.384 0.521
C 1.500 1.325 1.457
C 0.108 1.513 1.685
C -0.798 0.744 1.017
H -0.180 -1.216 -2.388
H -1.804 -0.730 -2.645
H -1.293 -2.413 -2.141
H -2.191 -1.073 -0.098
H 1.521 -1.135 -0.885
H 2.948 0.419 0.473
H 2.182 1.967 1.911
H -0.306 2.296 2.320
H -1.786 0.960 1.272
```